[1]
This record from the OMol25 dataset describes the ion C6H13N2O with charge +1. The level of theory is the ωB97M-V functional and the def2-TZVPD basis.

Results
**E_tot**: -420.87039 Eh
**HOMO level**: -14.730 eV
**SMILES**: CC(C)[C@]1([NH3+])N=CCO1
**Total charge**: +1

The geometry in XYZ format:
```
22
Properties=species:S:1:pos:R:3:forces:R:3
O -1.58157 0.09385 0.61562 1.0 0.9 -0.4
N -0.04263 1.59038 1.22866 0.0 0.1 2.7
H 2.39449 0.69558 -1.76538 -1.1 0.2 0.1
H -1.83608 -1.87980 0.19090 -0.4 0.1 0.5
H 2.17886 0.89982 -0.11337 -0.1 -0.1 0.6
C 1.63789 1.06271 -1.03255 1.1 -0.5 -1.2
H 0.66081 2.29022 1.04514 0.3 0.4 -0.8
H -0.60871 0.98139 -1.40912 0.8 0.7 -0.5
C 0.26563 0.43322 -1.03875 -0.5 -1.3 0.7
C -0.09499 0.32777 0.42630 -2.3 -2.3 0.8
H -0.85306 -1.31223 -1.74105 0.2 0.0 -0.1
N 0.54827 -0.74057 1.11794 1.0 0.9 0.4
C -1.70977 -1.21062 1.07436 2.5 -1.3 -2.5
C -0.32616 -1.54016 1.53266 -0.8 0.2 -0.8
C 0.16931 -0.92673 -1.81568 -2.5 2.5 1.3
H -1.01953 1.89135 1.09716 0.4 0.7 0.2
H 0.82918 -1.65668 -1.55582 2.1 -1.8 0.9
H -0.12042 -2.43823 2.03645 0.6 -1.0 0.7
H 0.08190 1.41690 2.30327 -0.4 -0.2 -2.4
H 0.32829 -0.60788 -2.79676 0.3 0.1 -1.8
H 1.49499 2.09254 -1.18856 0.4 1.6 -0.2
H -2.39668 -1.46283 1.78859 -2.3 0.2 1.8
```
Positions in Å, forces in eV/Å.

***

[2]
This record from the OMol25 dataset describes a structure of composition C15H22GeN2O5W. The level of theory is the ωB97M-V functional and the def2-TZVPD basis.

Results
**E_tot**: -3213.93683 Eh
**HOMO level**: -16.265 eV
**Total charge**: +2

The geometry in XYZ format:
```
46
Properties=species:S:1:pos:R:3:forces:R:3
C 3.29306 -2.67500 -1.89999 0.0 0.0 0.0
O -1.83673 0.47102 0.37733 0.0 0.1 0.1
H -1.34594 0.72784 2.41374 0.0 0.0 0.0
N 1.81198 -1.40919 -0.82635 0.1 0.0 0.2
H 0.74294 1.61065 1.57419 0.0 0.0 0.0
O -2.06137 -3.58606 -0.80418 0.0 0.0 0.0
H 3.62410 2.60909 -2.43136 0.0 0.0 0.0
H 3.91786 -3.19403 -2.60512 0.0 0.0 0.0
Ge 1.71074 2.23375 -0.81643 -0.1 0.1 0.1
C 3.40590 1.85195 -1.67991 0.0 0.1 0.0
C 2.30736 -1.76795 -2.07643 0.1 0.1 0.0
H 1.70763 4.70691 -0.32547 0.0 0.0 0.0
N 3.39761 -2.86428 -0.53852 0.0 0.0 0.0
C 1.01638 4.03818 -0.83850 0.0 0.0 -0.1
H 2.33693 -2.08487 1.14604 0.0 0.0 0.0
H 0.05030 4.08428 -0.33774 0.0 0.0 0.0
C -3.52273 0.78198 1.99156 0.0 0.0 0.0
H 1.91380 -1.35103 -2.98632 0.0 0.0 0.0
H 2.26386 2.41229 1.52894 0.0 0.0 0.0
H 4.20577 1.86326 -0.93954 0.0 0.0 0.0
H -2.56159 -1.73807 2.69449 0.0 0.0 0.0
H -3.07331 -0.19068 -1.19332 0.0 0.0 0.0
C 2.50037 -2.11092 0.08148 -0.1 0.0 0.0
H -4.40140 1.42057 0.08625 0.0 0.0 0.0
H 0.03690 1.44766 -2.67531 0.0 -0.2 -0.1
C 0.32791 1.03184 -1.71324 0.0 -0.1 0.7
H -3.75172 -2.16389 0.69447 0.0 0.0 0.0
C -3.05011 -0.23297 -0.10884 0.0 0.0 0.0
H 2.25525 0.68867 1.31873 0.0 0.0 0.0
C -0.60394 -1.77267 1.84612 -0.1 0.1 -0.1
O -0.28468 -2.89994 2.06069 0.1 0.0 0.0
H 3.39151 0.87671 -2.16360 0.0 0.0 0.0
O -0.95889 -1.57106 -1.08249 -0.2 0.0 -0.2
H 0.90121 4.38788 -1.86353 0.0 0.0 0.0
O 0.28984 -0.79670 1.50690 0.2 0.1 -0.2
H -5.06639 -0.10363 0.66478 0.0 0.0 0.0
H -3.50430 1.84546 2.21495 0.0 0.0 0.0
C -2.03358 -2.48986 -0.44753 0.0 0.0 0.0
H -4.03163 0.27730 2.81105 0.0 0.0 0.0
H 4.04653 -3.48574 -0.07597 0.0 0.0 0.0
C -2.82127 -1.63340 0.50097 0.0 0.0 0.0
C -2.11369 0.23867 1.82547 0.0 0.0 0.0
W 0.08019 -0.29016 -0.42594 -0.1 -0.3 -0.5
C -2.05686 -1.28595 1.84296 0.0 0.0 0.0
C -4.16220 0.49964 0.61254 0.0 0.0 0.0
C 1.70640 1.59245 1.06197 0.1 0.2 0.1
```
Positions in Å, forces in eV/Å.

***

[3]
This record from the OMol25 dataset describes an isolated molecule of C3H8N4. The level of theory is the ωB97M-V functional and the def2-TZVPD basis.

Results
**E_tot**: -337.91182 Eh
**HOMO level (spin up / spin down)**: -8.271 / -8.113 eV

The geometry in XYZ format:
```
15
Properties=species:S:1:pos:R:3:forces:R:3
N -3.21929 0.10045 0.16920 -2.5 1.9 3.7
H 2.20018 0.64961 -0.62761 0.2 -0.4 0.5
N -4.26337 -0.55348 -0.11041 0.4 -1.6 -1.4
H 0.03329 0.73224 -1.47135 0.0 -0.1 0.6
H 0.22149 1.87621 -0.16917 0.8 1.7 0.0
H -1.44195 0.95943 1.19387 0.7 -0.5 -2.1
N -2.09593 -0.10110 -0.39342 1.3 -0.8 -2.1
C 0.12591 0.85379 -0.37603 0.7 -0.8 -0.3
C 1.48110 -1.29679 -0.05270 1.1 -1.3 -1.4
C 1.52166 0.15262 0.08079 -1.5 0.8 1.2
H 2.10297 -1.83084 -0.79577 -0.3 0.6 0.4
H -5.10239 -0.33207 0.47363 1.5 0.8 -0.2
H 1.79535 0.39703 1.18114 -0.5 0.1 -1.7
H 0.84033 -1.97305 0.47765 -0.4 0.3 0.5
N -1.14971 0.60245 0.21453 -1.4 -0.6 2.3
```
Positions in Å, forces in eV/Å.

***

[4]
This record from the OMol25 dataset describes a structure of composition C21H22N9O2Rh. The level of theory is the ωB97M-V functional and the def2-TZVPD basis.

Results
**E_tot**: -1566.72636 Eh
**HOMO level (spin up / spin down)**: -14.234 / -14.234 eV
**Multiplicity**: 5
**Total charge**: +2
**<S²>**: 6.02

The geometry in XYZ format:
```
55
Properties=species:S:1:pos:R:3:forces:R:3
O 13.28107 9.65099 7.25598 1.0 0.1 0.3
C 5.29885 13.34000 5.57398 -0.5 0.3 2.6
C 11.44096 9.21078 5.87004 -0.6 0.2 -1.6
H 5.68903 12.32364 3.32179 0.6 -0.4 0.5
C 11.00268 7.26844 4.52327 0.0 1.1 0.7
N 6.18472 13.30922 7.75698 2.1 -0.7 1.9
H 12.52802 12.10401 8.90455 -0.3 0.1 -0.6
H 12.50447 7.37770 6.09397 0.3 -0.2 0.2
C 7.02540 8.01126 6.97004 0.8 1.4 1.1
N 10.80063 13.68678 6.68779 -0.1 -2.0 -0.2
N 11.62985 11.23307 7.21584 0.1 0.2 -0.1
H 12.47564 16.97185 7.73194 -0.2 -0.5 -0.2
N 7.62366 7.36549 7.94302 1.0 -1.1 1.4
N 6.41831 12.05063 3.98824 -0.5 0.0 -1.4
C 7.35644 12.69062 7.28516 0.2 2.4 0.6
C 8.58507 7.95108 8.67527 -0.9 1.2 -2.2
H 5.14733 13.85386 9.57523 0.5 -0.8 -0.4
C 9.74445 9.26763 4.22909 1.6 -1.4 0.3
H 5.64938 7.86016 5.52097 -0.2 0.2 -0.3
H 9.16266 7.40232 9.35211 0.2 -1.0 1.2
H 9.34886 14.70516 5.68506 0.7 0.4 0.8
H 11.17490 6.24487 4.31374 0.3 -0.8 -0.2
C 11.73764 7.89364 5.55380 -0.7 0.3 -0.5
H 6.73702 12.98043 9.71082 0.5 -0.8 0.9
H 9.75515 9.76972 8.90171 0.4 0.1 0.4
C 11.98864 16.03490 7.42575 0.8 -0.4 1.5
H 13.45770 14.70241 8.49373 -1.1 0.4 -0.8
C 10.23852 14.81171 6.35036 -0.5 2.2 -0.3
H 6.59954 14.70528 9.37181 0.5 -0.2 -0.5
C 11.90353 13.62967 7.43514 0.7 0.4 0.9
H 4.46502 14.29232 7.40381 0.1 -0.8 -0.8
N 10.47033 9.88030 5.19529 -0.8 -0.6 -0.3
H 7.15704 11.46101 3.65511 0.2 0.1 0.0
N 5.96693 7.45616 6.37704 -0.7 -0.7 -0.9
Rh 9.70623 11.57640 6.54664 0.2 0.8 -0.7
H 7.02237 9.79174 5.82824 0.2 0.8 -0.4
H 4.47946 13.55445 4.95379 -0.7 0.2 -0.9
C 10.01167 7.94342 3.80683 0.2 -0.4 0.7
C 5.21721 13.63873 6.91567 -0.7 1.3 -0.8
C 7.48974 9.32829 6.67240 -1.2 -1.9 -0.7
C 12.24686 10.05553 6.81317 -0.7 -1.1 0.2
H 13.48719 12.12909 7.47446 0.3 0.1 -0.2
C 6.18300 13.70913 9.19766 -1.5 1.4 -0.7
H 8.98046 9.81047 3.74678 -0.7 0.8 -0.3
C 10.78803 16.07196 6.76208 -1.1 -0.9 -0.7
C 12.53041 14.79017 7.86621 0.4 0.3 -0.4
O 8.41457 12.61536 7.97143 -1.4 -0.2 0.6
N 8.47427 9.85517 7.33384 -0.2 1.3 -0.5
C 6.41079 12.59201 5.19825 -0.7 0.1 -1.0
H 9.47906 7.31220 3.03906 0.3 1.5 0.8
N 7.44222 12.43942 5.99279 1.1 -1.6 -0.3
C 12.45791 12.24894 7.79593 -0.2 0.3 0.5
H 10.25149 17.03004 6.62108 0.5 -0.8 -0.3
H 5.81042 6.45269 6.42013 0.2 0.3 0.4
C 8.98581 9.24753 8.37672 0.3 -1.2 0.8
```
Positions in Å, forces in eV/Å.

***

[5]
This record from the OMol25 dataset describes a cluster of 4 separate species, C4H17NO3 in total. The level of theory is the ωB97M-V functional and the def2-TZVPD basis.

Results
**E_tot**: -443.04630 Eh
**HOMO level**: -9.382 eV
**SMILES**: CNC(C)C.O.O.O

The geometry in XYZ format:
```
25
Properties=species:S:1:pos:R:3:forces:R:3
H -1.49137 1.32786 -1.92090 0.2 0.3 0.0
H 2.32829 0.87001 -0.15485 0.1 0.2 -1.0
O -0.13786 -0.41144 3.47117 -0.6 0.3 -0.4
H -2.17798 -0.77385 -1.69744 -0.2 -0.1 -0.6
H -0.87224 -1.24329 -0.72786 0.3 0.2 0.3
H 0.91904 -1.98500 2.29924 0.0 0.2 0.0
H 0.37736 2.27081 -0.89121 0.4 0.2 -0.2
C 1.32534 0.48237 -0.35761 0.6 -0.5 2.6
H 0.23432 1.31465 -3.45920 0.1 -0.3 -0.2
H 1.52425 2.28360 -2.82443 0.3 -0.1 -0.2
H 0.97742 0.54550 0.68394 -0.7 0.3 -0.1
H -2.09122 -0.42433 0.58744 0.0 0.0 -0.2
C 1.04609 1.30805 -2.73396 -0.1 0.9 0.7
N -0.94019 0.80621 -1.25053 0.5 -0.5 -0.4
H -0.53885 -1.08542 -2.36577 0.0 0.6 -0.6
C 0.46489 1.26363 -1.30109 -0.5 0.0 -0.4
H -0.27364 0.54679 3.45498 0.5 -0.1 0.4
H -0.88102 -0.61632 2.87163 0.2 -0.3 0.0
O 1.25597 -2.46983 1.53452 0.0 0.0 0.0
O -1.92090 0.14672 1.33640 -0.2 0.1 0.8
C -1.11508 -0.59791 -1.57864 -0.4 -1.0 1.1
H -1.47376 0.91215 0.95054 -0.1 -0.3 -0.3
H 1.40559 -0.60697 -0.38900 -0.1 0.1 -1.1
H 1.79662 0.54561 -2.92014 -0.2 -0.2 -0.2
H 2.20875 -2.34872 1.57060 0.0 0.0 0.0
```
Positions in Å, forces in eV/Å.

***

Looking at energy relative to the best compared isomer or geometry (same formula, charge and spin) for the records above, in order, we have 51.83; 14.82; 151.84; 12.47; 19.43 kcal per mole.